# 1
Formula: C4H8N4
Source: the Open Molecules 2025 dataset
Level of theory: ωB97M-V with the def2-TZVPD basis set

Computed properties:
Energy relative to the best compared isomer or geometry (same formula, charge and spin) (kcal/mol): 38.1
Kohn-Sham gap (hartree): 0.3249
SMILES string: CN(C)/C(N)=N\C#N
E_LUMO (eV): 0.3

```
16
C4H8N4 ωB97M-V with the def2-TZVPD basis set
C 2.66 -0.66 0.26
C 0.32 -0.74 -0.40
C -1.77 0.34 0.23
C 0.32 1.37 0.70
N 3.69 -0.36 0.74
N 1.67 -1.10 -0.40
N -0.39 -1.52 -1.32
N -0.36 0.15 0.33
H -2.29 -0.61 0.12
H -2.04 0.88 1.26
H -1.87 1.04 -0.57
H -0.19 2.07 -0.09
H 0.22 1.62 1.77
H 1.34 1.31 0.42
H 0.10 -2.39 -1.62
H -1.41 -1.38 -1.44
```

Need the natural (NBO) charges? In units of e they are:
1. C 0.399
2. C 0.663
3. C -0.410
4. C -0.402
5. N -0.464
6. N -0.665
7. N -0.816
8. N -0.414
9. H 0.214
10. H 0.223
11. H 0.195
12. H 0.182
13. H 0.220
14. H 0.242
15. H 0.436
16. H 0.397


# 2
Formula: C4H8N4
Source: the Open Molecules 2025 dataset
Level of theory: ωB97M-V with the def2-TZVPD basis set

Computed properties:
Energy relative to the best compared isomer or geometry (same formula, charge and spin) (kcal/mol): 17.8
Kohn-Sham gap (hartree): 0.3474
SMILES string: CN(C)/C(N)=N/C#N
E_LUMO (eV): 0.4

```
16
C4H8N4 ωB97M-V with the def2-TZVPD basis set
C -0.06 -1.24 -1.40
C -1.54 0.73 -0.75
C 0.42 0.23 0.48
C 0.96 1.63 2.27
H -0.88 -1.98 -1.24
H 0.97 -1.59 -1.31
H -0.24 -0.94 -2.44
H -1.33 1.79 -0.77
H -1.91 0.38 -1.73
H -2.19 0.41 0.07
H 1.09 -1.58 0.59
H 1.89 -0.53 1.64
N -0.26 0.02 -0.62
N 1.46 -0.67 0.75
N 0.15 1.30 1.20
N 1.48 2.04 3.24
```

Need the natural (NBO) charges? In units of e they are:
1. C -0.438
2. C -0.402
3. C 0.639
4. C 0.395
5. H 0.204
6. H 0.232
7. H 0.215
8. H 0.238
9. H 0.197
10. H 0.209
11. H 0.379
12. H 0.405
13. N -0.390
14. N -0.817
15. N -0.645
16. N -0.423


# 3
Formula: C4H8N4
Source: the Open Molecules 2025 dataset
Level of theory: ωB97M-V with the def2-TZVPD basis set

Computed properties:
Energy relative to the best compared isomer or geometry (same formula, charge and spin) (kcal/mol): 33.6
Kohn-Sham gap (hartree): 0.3427
SMILES string: [H]/N=C1/NCCN/C1=N/[H]
E_LUMO (eV): 0.7

```
16
C4H8N4 ωB97M-V with the def2-TZVPD basis set
C -1.11 -0.69 -0.03
C 1.44 -0.80 0.23
C 1.62 0.72 -0.06
C -0.98 0.80 -0.05
H -2.96 -0.70 0.04
H 0.10 -2.42 -0.22
H 2.09 -1.45 -0.36
H 1.49 -1.22 1.28
H 2.23 1.31 0.68
H 2.14 0.81 -1.05
H 0.32 2.29 -0.44
H -2.69 1.09 0.52
N -2.18 -1.31 -0.20
N 0.10 -1.30 -0.17
N 0.30 1.26 -0.32
N -1.91 1.62 0.16
```

Need the natural (NBO) charges? In units of e they are:
1. C 0.352
2. C -0.224
3. C -0.214
4. C 0.377
5. H 0.333
6. H 0.405
7. H 0.210
8. H 0.198
9. H 0.207
10. H 0.197
11. H 0.400
12. H 0.330
13. N -0.676
14. N -0.602
15. N -0.617
16. N -0.674


# 4
Formula: C4H8N4O
Source: the Open Molecules 2025 dataset
Level of theory: ωB97M-V with the def2-TZVPD basis set

Computed properties:
Energy relative to the best compared isomer or geometry (same formula, charge and spin) (kcal/mol): 104.3
Kohn-Sham gap (hartree): 0.4052
SMILES string: CC(C)c1nnnn1O
E_LUMO (eV): 0.5

```
17
C4H8N4O ωB97M-V with the def2-TZVPD basis set
C -0.66 0.37 -0.57
C 0.06 0.82 1.78
C 1.71 -0.33 0.18
C 0.50 0.66 0.37
N -1.01 -0.84 -1.15
N -1.61 1.24 -0.79
N -2.14 -0.62 -1.79
N -2.50 0.60 -1.53
O -0.37 -2.10 -1.19
H 0.87 0.71 2.53
H -0.82 0.13 2.02
H -0.50 1.83 1.91
H 2.10 -0.49 -0.79
H 1.28 -1.34 0.45
H 2.56 0.04 0.71
H 0.91 1.65 -0.04
H -0.38 -2.33 -2.10
```

Need the natural (NBO) charges? In units of e they are:
1. C 0.312
2. C -0.620
3. C -0.610
4. C -0.263
5. N 0.067
6. N -0.281
7. N -0.095
8. N -0.067
9. O -0.482
10. H 0.226
11. H 0.219
12. H 0.235
13. H 0.214
14. H 0.214
15. H 0.217
16. H 0.227
17. H 0.487


# 5
Formula: C4H8N4O
Source: the Open Molecules 2025 dataset
Level of theory: ωB97M-V with the def2-TZVPD basis set

Computed properties:
Energy relative to the best compared isomer or geometry (same formula, charge and spin) (kcal/mol): 120.1
Kohn-Sham gap (hartree): 0.3102
E_LUMO (eV): 0.4

```
17
C4H8N4O ωB97M-V with the def2-TZVPD basis set
C -0.90 0.24 -1.40
C 1.11 -1.45 1.38
C 3.23 -0.20 1.12
C -2.53 0.56 0.37
N -0.81 1.05 -2.27
N -0.02 1.94 -2.68
N 2.25 -1.10 1.58
N -1.77 -0.19 -0.52
O 0.10 -1.97 1.22
H 3.54 0.41 1.96
H 4.21 -0.70 0.76
H 2.67 0.38 0.47
H -2.92 1.46 -0.27
H -3.30 -0.01 0.69
H -1.84 0.97 1.12
H -0.22 2.09 -3.72
H -1.53 -1.07 -0.18
```

Need the natural (NBO) charges? In units of e they are:
1. C 0.315
2. C 0.858
3. C -0.409
4. C -0.396
5. N -0.125
6. N -0.514
7. N -0.535
8. N -0.574
9. O -0.549
10. H 0.205
11. H 0.216
12. H 0.214
13. H 0.197
14. H 0.205
15. H 0.191
16. H 0.302
17. H 0.399


# 6
Formula: C4H8N4O
Source: the Open Molecules 2025 dataset
Level of theory: ωB97M-V with the def2-TZVPD basis set

Computed properties:
Energy relative to the best compared isomer or geometry (same formula, charge and spin) (kcal/mol): 119.2
Kohn-Sham gap (hartree): 0.3156
SMILES string: CC(/N=C\NC=O)=N\N
E_LUMO (eV): 0.0

```
17
C4H8N4O ωB97M-V with the def2-TZVPD basis set
C -1.88 -0.71 0.60
C -0.74 -0.32 -0.37
C 1.30 -1.54 -0.52
C 2.04 0.79 0.13
H -1.43 -1.65 1.14
H -2.90 -0.80 0.32
H -1.91 -0.09 1.56
H -2.31 1.71 0.25
H -1.58 2.58 -1.04
H 1.74 -2.66 -0.56
H 3.14 -0.77 -0.19
H 0.96 1.19 0.40
N -0.62 0.82 -0.85
N -1.26 1.97 -0.28
N 0.04 -1.25 -0.72
N 2.17 -0.61 0.08
O 3.23 1.36 0.06
```

Need the natural (NBO) charges? In units of e they are:
1. C -0.708
2. C 0.363
3. C 0.330
4. C 0.504
5. H 0.234
6. H 0.240
7. H 0.225
8. H 0.312
9. H 0.364
10. H 0.217
11. H 0.413
12. H 0.220
13. N -0.324
14. N -0.650
15. N -0.488
16. N -0.659
17. O -0.593


# 7
Formula: C4H8N4P
Source: the Open Molecules 2025 dataset
Level of theory: ωB97M-V with the def2-TZVPD basis set

Computed properties:
Energy relative to the best compared isomer or geometry (same formula, charge and spin) (kcal/mol): 15.1
Kohn-Sham gap (hartree): 0.3637
Total charge: +1
E_LUMO (eV): -3.5

```
17
C4H8N4P ωB97M-V with the def2-TZVPD basis set
C 2.33 0.50 -1.51
C 1.52 -0.24 -2.41
C 1.52 0.65 -0.40
C -1.43 -0.38 0.74
N 0.42 -0.65 -1.75
N 0.41 -0.13 -0.49
N -2.31 -0.82 0.10
N -1.13 0.33 1.76
P -0.97 -0.28 3.46
H 3.25 0.99 -1.82
H 1.64 -0.48 -3.41
H 1.94 1.10 0.46
H -0.33 -1.16 -2.17
H -2.58 -1.15 -0.78
H -0.76 1.25 1.61
H -2.14 -0.99 3.35
H 0.01 -1.46 3.36
```

Need the natural (NBO) charges? In units of e they are:
1. C -0.310
2. C 0.015
3. C -0.033
4. C 0.804
5. N -0.317
6. N -0.333
7. N -0.533
8. N -0.866
9. P 0.561
10. H 0.260
11. H 0.228
12. H 0.230
13. H 0.418
14. H 0.444
15. H 0.454
16. H -0.027
17. H 0.007


# 8
Formula: C4H8N5O2
Source: the Open Molecules 2025 dataset
Level of theory: ωB97M-V with the def2-TZVPD basis set

Computed properties:
Energy relative to the best compared isomer or geometry (same formula, charge and spin) (kcal/mol): 0.0
Kohn-Sham gap (hartree): 0.3615
SMILES string: NC(=O)N[C@@H]1NC(=O)NC1=[NH2+]
Total charge: +1
E_LUMO (eV): -4.6

```
19
C4H8N5O2 ωB97M-V with the def2-TZVPD basis set
C -0.06 1.25 1.83
C -0.65 -0.14 -1.85
C -0.81 -0.64 0.57
C 0.70 -0.48 0.49
N -1.11 0.55 1.32
N -1.35 -0.57 -0.75
N 1.07 0.38 1.47
N 0.40 0.71 -1.45
N 1.58 -1.31 -0.04
O 0.01 2.23 2.45
O -0.90 -0.50 -2.97
H -1.11 -1.56 1.05
H -1.96 0.99 1.10
H -2.25 -1.07 -0.78
H 2.10 0.54 1.78
H 0.11 1.53 -0.87
H 1.06 -2.05 -0.51
H 2.37 -0.95 -0.56
H 0.80 1.07 -2.27
```

Need the natural (NBO) charges? In units of e they are:
1. C 0.790
2. C 0.770
3. C 0.035
4. C 0.626
5. N -0.631
6. N -0.655
7. N -0.600
8. N -0.871
9. N -0.738
10. O -0.478
11. O -0.528
12. H 0.255
13. H 0.434
14. H 0.439
15. H 0.470
16. H 0.401
17. H 0.416
18. H 0.444
19. H 0.423


no.,HOMO (eV)
1,-8.49
2,-9.02
3,-8.59
4,-10.52
5,-8.06
6,-8.62
7,-13.35
8,-14.47